{
  "formula": "C9H13N2",
  "method": "ωB97M-V with the def2-TZVPD basis set",
  "homo_lumo_gap_ev": 8.9,
  "relative_energy_kj_mol": 639.7,
  "largest_force_ev_per_a": 4.5,
  "homo_ev": -13.9,
  "total_energy_ev": -12510.98963,
  "charge": 1,
  "smiles": "c1cc1=[N+]=NC1CCCCC1",
  "elements": ["C", "C", "C", "N", "N", "C", "C", "C", "C", "C", "C", "H", "H", "H", "H", "H", "H", "H", "H", "H", "H", "H", "H", "H"],
  "coordinates": [[-5.4758, -0.0928, -0.2360], [-4.7221, 0.9141, 0.2011], [-4.0625, -0.3635, -0.0192], [-2.8628, -0.6561, -0.0924], [-1.8014, -0.6395, 0.5183], [-0.5443, -0.5225, -0.1460], [-0.0875, 0.8693, 0.3169], [1.2789, 1.1590, -0.3243], [2.2790, 0.1940, 0.2412], [1.9788, -1.1966, -0.2950], [0.5662, -1.6406, 0.2452], [-6.3403, -0.5322, -0.6352], [-4.5734, 1.8586, 0.5632], [-0.8249, -0.4678, -1.1485], [-0.0279, 0.9241, 1.4594], [-0.9919, 1.4714, 0.0176], [1.6641, 2.0974, -0.1593], [1.3624, 1.1582, -1.3507], [3.3725, 0.3637, -0.0295], [2.0713, 0.2770, 1.2515], [2.1003, -1.0451, -1.3164], [2.5668, -2.0612, 0.0708], [0.1367, -2.6090, -0.1755], [0.7402, -1.7493, 1.3721]],
  "atomic_forces_ev_per_a": [[2.99, 0.37, 0.42], [-0.81, -3.95, -0.99], [-3.22, 3.05, 0.43], [3.20, -0.78, -0.41], [-1.21, -1.66, 1.78], [1.21, -0.56, 1.86], [-0.84, 0.64, 0.36], [-0.29, -0.82, 1.16], [1.75, -1.10, -1.55], [-1.56, -1.16, 2.60], [-1.36, 0.17, -0.64], [-1.15, -0.40, -0.18], [0.16, 2.30, 0.60], [0.62, -0.23, -2.23], [0.01, -0.17, -1.57], [1.44, 0.46, 0.17], [0.28, 2.58, 1.18], [-0.79, -0.58, -2.70], [-1.47, 0.50, 0.59], [0.62, -0.25, 2.50], [-0.24, -0.66, -2.13], [0.50, 0.93, -0.34], [1.01, 1.02, 0.58], [-0.86, 0.28, -1.50]],
  "nbo_charge": [-0.03, -0.04, 0.25, -0.09, 0.05, -0.11, -0.38, -0.42, -0.39, -0.40, -0.39, 0.28, 0.27, 0.20, 0.23, 0.20, 0.23, 0.21, 0.23, 0.19, 0.21, 0.23, 0.23, 0.23]
}

---

{
  "formula": "C5H11NO",
  "method": "ωB97M-V with the def2-TZVPD basis set",
  "homo_lumo_gap_ev": 9.5,
  "relative_energy_kj_mol": 253.2,
  "largest_force_ev_per_a": 2.4,
  "homo_ev": -8.7,
  "total_energy_ev": -8899.07264,
  "charge": 0,
  "smiles": "C=C(C)O.C=NC",
  "elements": ["C", "C", "C", "O", "H", "H", "H", "H", "H", "H", "C", "N", "C", "H", "H", "H", "H", "H"],
  "coordinates": [[0.0596, -2.2950, 2.9349], [-0.3133, -1.2733, 2.1422], [0.4107, -0.8268, 0.8905], [-1.4421, -0.5557, 2.4857], [0.8806, -2.9789, 2.6685], [-0.5079, -2.5372, 3.8573], [1.4223, -1.3018, 0.8592], [-0.2203, -1.1338, 0.0462], [0.4969, 0.2899, 0.8460], [-1.4621, 0.2781, 1.9957], [-0.7897, 1.1061, -1.4727], [0.3106, 1.7722, -1.6019], [0.8458, 1.9020, -2.9587], [-1.2979, 1.1227, -0.5096], [-1.3736, 0.6051, -2.2880], [0.7267, 2.9674, -3.3042], [0.3455, 1.2135, -3.6819], [1.9084, 1.6455, -2.9092]],
  "atomic_forces_ev_per_a": [[-0.37, -0.04, -0.02], [0.55, -0.40, 0.79], [-0.01, 0.01, 0.46], [0.27, 0.07, -0.29], [-0.41, 0.67, 0.08], [0.37, 0.26, -0.84], [-0.93, 0.48, -0.20], [0.44, 0.04, -0.10], [0.14, -0.94, 0.12], [0.07, -0.25, 0.12], [0.98, 1.30, -0.57], [-2.20, -1.01, -0.28], [-0.24, -0.04, -0.18], [0.27, -0.21, 0.05], [0.75, 0.39, 0.31], [0.20, -1.06, 0.40], [0.25, 0.50, 0.34], [-0.11, 0.23, -0.20]],
  "nbo_charge": [-0.52, 0.32, -0.68, -0.69, 0.21, 0.21, 0.24, 0.22, 0.22, 0.47, -0.07, -0.39, -0.45, 0.16, 0.15, 0.21, 0.17, 0.21]
}

---

{
  "formula": "C7H16N3P",
  "method": "ωB97M-V with the def2-TZVPD basis set",
  "homo_lumo_gap_ev": 9.0,
  "relative_energy_kj_mol": 458.2,
  "largest_force_ev_per_a": 4.4,
  "homo_ev": -8.8,
  "total_energy_ev": -21272.32928,
  "charge": 0,
  "elements": ["C", "C", "C", "C", "C", "C", "C", "N", "N", "N", "P", "H", "H", "H", "H", "H", "H", "H", "H", "H", "H", "H", "H", "H", "H", "H", "H"],
  "coordinates": [[2.7567, 0.3443, -1.3094], [1.6473, 0.0931, -0.9149], [4.0749, 0.2756, -1.9776], [-2.0191, 2.3732, 0.7603], [-1.4912, 1.1614, -1.3353], [0.0962, -2.2831, -0.0784], [-1.4895, -1.8052, 1.6930], [-0.0273, 0.7150, 2.3133], [-1.3324, 1.2812, 0.0578], [-0.6662, -1.3084, 0.6324], [-0.1948, 0.2674, 0.8566], [4.5560, -0.6040, -1.4520], [4.0391, 0.1321, -3.0704], [4.7068, 1.1662, -1.6740], [-2.1022, 3.3575, 0.0947], [-3.0773, 2.0465, 0.8888], [-1.2796, 2.3974, 1.5954], [-1.0608, 0.2090, -1.6767], [-2.5293, 1.2526, -1.6163], [-0.9132, 2.0311, -1.8806], [-0.4888, -3.0766, -0.5919], [0.7092, -1.7936, -0.8227], [0.7042, -2.8251, 0.6355], [-2.1164, -0.9541, 1.7668], [-2.1253, -2.6599, 1.4743], [-0.9817, -1.9441, 2.6464], [0.6049, 0.1506, 2.9852]],
  "atomic_forces_ev_per_a": [[1.08, -0.22, -1.42], [-3.11, 0.82, 2.95], [0.84, 0.03, 1.84], [0.81, 0.49, -1.39], [1.63, 1.13, -1.97], [0.30, -1.17, -0.47], [-0.60, 0.69, 0.54], [1.85, -0.60, 1.45], [1.28, -1.20, 1.46], [0.79, -0.41, -1.37], [-0.12, 0.43, -2.85], [-0.12, 0.78, -1.04], [-0.04, 0.14, 0.60], [-0.69, -0.89, -0.71], [0.73, -1.95, 1.44], [0.77, 0.37, 0.75], [-1.80, 1.23, 0.37], [-0.29, 0.35, -0.14], [-0.45, -0.17, -0.11], [-0.97, -1.57, 0.77], [-0.29, 0.76, 0.29], [0.24, -0.11, -0.02], [0.62, -0.24, 0.08], [-1.51, 0.42, 1.22], [0.35, -0.14, -0.52], [0.21, -0.22, 0.02], [-1.54, 1.25, -1.77]],
  "nbo_charge": [-0.13, -0.37, -0.69, -0.43, -0.40, -0.41, -0.40, -1.30, -0.77, -0.80, 2.11, 0.23, 0.24, 0.23, 0.19, 0.20, 0.26, 0.23, 0.19, 0.18, 0.19, 0.25, 0.17, 0.21, 0.21, 0.19, 0.42]
}

---

{
  "formula": "C14H14NO5Ru",
  "method": "ωB97M-V with the def2-TZVPD basis set",
  "homo_lumo_gap_ev": [5.5, 5.2],
  "relative_energy_kj_mol": 5.9,
  "largest_force_ev_per_a": 7.2,
  "spin_multiplicity": 6,
  "homo_ev": [-12.3, -16.6],
  "total_energy_ev": -29027.94746,
  "charge": 2,
  "s_squared": 8.81,
  "elements": ["O", "C", "Ru", "C", "O", "C", "O", "C", "O", "C", "O", "H", "C", "N", "C", "C", "C", "C", "C", "C", "C", "C", "H", "H", "H", "H", "H", "H", "H", "H", "H", "H", "H", "H", "H"],
  "coordinates": [[0.7683, 3.5364, -7.5199], [0.7548, 3.5132, -6.3626], [0.7814, 1.2768, -2.2397], [0.7084, 1.6759, -0.3538], [0.7829, 1.9879, 0.7660], [0.8466, -0.6004, -2.1220], [0.8805, -1.7579, -2.1022], [2.7110, 1.3328, -2.4311], [3.8640, 1.2630, -2.5884], [-1.1682, 1.3349, -2.5324], [-2.3018, 1.2686, -2.7635], [0.8087, 0.9991, -3.8940], [1.6901, -0.9012, 1.5157], [0.7958, -0.4627, 2.6151], [1.5554, 0.2698, 3.6737], [-0.4825, 0.2826, 2.2534], [-1.1590, -0.2723, 1.0270], [-2.2137, -1.1099, 1.4115], [-2.9935, -1.8532, 0.5489], [-2.7507, -1.8168, -0.8248], [-1.7261, -0.9894, -1.2694], [-1.0002, -0.2272, -0.3834], [2.1542, -0.0189, 1.0588], [1.1293, -1.4845, 0.7739], [2.4828, -1.5321, 1.9545], [0.4520, -1.3351, 3.0441], [1.9273, 1.2030, 3.2238], [0.8879, 0.4944, 4.5201], [2.3986, -0.3526, 4.0112], [-1.1356, 0.0728, 3.1159], [-0.3401, 1.3570, 2.3287], [-2.4057, -1.2010, 2.4628], [-3.7728, -2.4691, 0.9434], [-3.3168, -2.4135, -1.5066], [-1.6130, -1.0702, -2.3546]],
  "atomic_forces_ev_per_a": [[-0.05, -0.05, 4.15], [0.05, 0.02, -4.12], [-0.24, 3.16, -3.15], [0.49, 1.98, 6.17], [0.03, -0.62, -4.42], [0.50, -7.15, -0.24], [0.30, 3.43, -0.17], [6.34, 0.14, -0.97], [-4.99, 0.26, 0.72], [-4.95, 0.46, -1.28], [4.13, 0.62, 0.65], [-0.01, -0.43, 0.49], [0.54, -0.07, -0.31], [0.03, -0.52, 0.71], [0.33, 0.30, 0.27], [-0.68, -0.02, 0.08], [-1.76, -1.16, 4.21], [0.62, 0.40, 0.12], [-0.83, -0.17, 3.05], [2.06, 1.29, -3.30], [-2.14, -2.22, -1.06], [0.43, 0.39, -1.44], [-0.09, -0.36, 0.18], [0.09, 0.20, 0.29], [-0.39, 0.29, -0.25], [0.16, 0.29, -0.16], [-0.10, -0.35, 0.27], [0.25, -0.10, -0.39], [-0.37, 0.28, -0.13], [0.20, 0.03, -0.45], [0.38, -0.23, -0.20], [-0.23, -0.09, 0.33], [-0.34, -0.23, 0.23], [-0.16, -0.19, -0.37], [0.38, 0.42, 0.49]],
  "lowdin_spin": [0.00, 0.00, 1.50, 0.13, 0.11, 0.12, 0.10, 0.08, 0.04, 0.10, 0.05, 0.05, 0.01, 0.03, 0.00, 0.06, 0.43, 0.10, 0.47, 0.37, 0.14, 1.05, 0.00, 0.01, 0.00, 0.00, 0.00, 0.00, 0.00, 0.00, 0.01, 0.00, 0.02, 0.02, 0.01]
}

---

{
  "formula": "C2H7N2O",
  "method": "ωB97M-V with the def2-TZVPD basis set",
  "homo_lumo_gap_ev": 6.3,
  "relative_energy_kj_mol": 403.6,
  "largest_force_ev_per_a": 3.8,
  "homo_ev": -1.4,
  "total_energy_ev": -7211.19690,
  "charge": -1,
  "smiles": "CCN(N)[O-]",
  "elements": ["C", "C", "N", "N", "O", "H", "H", "H", "H", "H", "H", "H"],
  "coordinates": [[-0.6373, 1.0365, -0.4703], [-0.2353, -0.0500, 0.5715], [1.5180, -0.5451, 0.4796], [1.7019, -0.1711, -1.0743], [2.1621, 0.3284, 1.1408], [-1.5654, 0.6724, -1.0515], [-0.7742, 2.0029, -0.0229], [0.1018, 1.0241, -1.3185], [-0.2580, 0.4436, 1.5248], [-0.7250, -0.9557, 0.5042], [2.1928, 0.6483, -0.9990], [2.2310, -0.9467, -1.4122]],
  "atomic_forces_ev_per_a": [[-0.63, -2.48, -1.60], [2.85, 2.39, -0.97], [-3.07, 0.82, -1.77], [-2.14, -3.12, 0.56], [1.12, 0.82, 1.01], [0.79, 0.87, 1.07], [-0.18, 0.46, 0.01], [-0.41, 0.40, 1.05], [0.05, -0.44, 0.78], [-1.27, -1.80, -0.11], [2.01, 2.25, 0.17], [0.88, -0.16, -0.20]],
  "nbo_charge": [-0.67, -0.35, 0.03, -0.84, -0.75, 0.17, 0.18, 0.24, 0.17, 0.16, 0.33, 0.33]
}

---

{
  "formula": "C25H43BN6S2SbTa",
  "method": "ωB97M-V with the def2-TZVPD basis set",
  "homo_lumo_gap_ev": [6.1, 6.1],
  "relative_energy_kj_mol": 0.0,
  "largest_force_ev_per_a": 3.4,
  "homo_ev": [-13.4, -13.4],
  "total_energy_ev": -65986.32129,
  "charge": 2,
  "elements": ["Ta", "C", "C", "C", "C", "C", "C", "N", "N", "B", "N", "C", "C", "C", "N", "C", "C", "C", "N", "C", "C", "C", "N", "C", "C", "C", "H", "H", "H", "H", "H", "H", "H", "H", "H", "H", "H", "H", "H", "H", "H", "H", "H", "H", "H", "H", "H", "H", "H", "H", "H", "H", "H", "H", "C", "C", "S", "C", "C", "S", "H", "H", "H", "H", "H", "H", "C", "Sb", "C", "C", "H", "H", "H", "H", "H", "H", "H", "H", "H"],
  "coordinates": [[10.3682, 10.2213, 9.8366], [13.7685, 10.5818, 5.7672], [13.5278, 11.4424, 7.0013], [12.2934, 12.3251, 6.7932], [13.3259, 10.6076, 8.2451], [14.2228, 9.7536, 8.9343], [13.7149, 9.5516, 10.2195], [12.5109, 10.3419, 10.3243], [12.2508, 10.8337, 9.0127], [12.2333, 11.3892, 11.4676], [11.4152, 12.5467, 10.8816], [11.8647, 13.8183, 10.7552], [10.9237, 14.5389, 10.0260], [9.9098, 13.7080, 9.5921], [10.2766, 12.4140, 10.0527], [8.6797, 14.1588, 8.8535], [8.3081, 15.5190, 9.5905], [7.5726, 13.0921, 8.9794], [11.3002, 10.6736, 12.5108], [11.2933, 10.7300, 13.8721], [10.0689, 10.3077, 14.3076], [9.2951, 10.0196, 13.1897], [10.0544, 10.3009, 12.0621], [7.7833, 9.4855, 13.3164], [7.5441, 8.9852, 14.8171], [6.7312, 10.5962, 12.9155], [14.2248, 11.1738, 4.9795], [14.4969, 9.8206, 5.9750], [12.8213, 10.1040, 5.4055], [14.3773, 12.1169, 7.2041], [11.3614, 11.7828, 6.6290], [12.1614, 13.0695, 7.5895], [12.4265, 12.9416, 5.9124], [15.1836, 9.4870, 8.5979], [14.0698, 9.0404, 11.1297], [13.3187, 11.8403, 11.9815], [12.7090, 14.1318, 11.3922], [10.9200, 15.6193, 9.9092], [8.9946, 14.3997, 7.8458], [8.1388, 15.3461, 10.6409], [9.1448, 16.2239, 9.4918], [7.4252, 15.9552, 9.1847], [7.3513, 12.9385, 10.0645], [6.6771, 13.4641, 8.4353], [7.8760, 12.1778, 8.5144], [12.2041, 11.0424, 14.4092], [9.6831, 10.3213, 15.2842], [7.4701, 8.5901, 12.7153], [7.7773, 9.7722, 15.5470], [6.5338, 8.5961, 14.8949], [8.2052, 8.1540, 15.0586], [7.0525, 11.5223, 13.3307], [6.5467, 10.5983, 11.8324], [5.7563, 10.3651, 13.3017], [7.9259, 9.7104, 5.7310], [8.4186, 9.6137, 7.1639], [10.1682, 9.7427, 7.3958], [7.5243, 9.5533, 8.1866], [6.0136, 9.6378, 7.9585], [8.0119, 9.6112, 9.8432], [7.6785, 10.7331, 5.4513], [7.0437, 9.0576, 5.5202], [8.7102, 9.3247, 5.0545], [5.7508, 9.4781, 6.8852], [5.6205, 10.6427, 8.2545], [5.4824, 8.8398, 8.5292], [10.8267, 6.8081, 12.1289], [10.4944, 7.3357, 10.0655], [12.2529, 6.5834, 8.9956], [8.8500, 6.0299, 9.5862], [11.3761, 5.8829, 12.0982], [9.8750, 6.6031, 12.6222], [11.2397, 7.6371, 12.6893], [13.1676, 6.5722, 9.5854], [12.2701, 7.3024, 8.2035], [12.0274, 5.5996, 8.5630], [9.1105, 4.9582, 9.7787], [8.5349, 6.1868, 8.5576], [7.9684, 6.2657, 10.2506]],
  "atomic_forces_ev_per_a": [[-2.78, 0.17, -1.95], [-0.27, -0.18, -0.30], [-1.33, -0.37, -0.13], [0.07, 1.03, -0.12], [-0.54, 0.75, 0.60], [-0.86, 0.20, 2.35], [-0.85, 1.46, -0.80], [1.49, -2.08, -1.69], [1.22, -0.13, 0.86], [0.84, 0.89, 2.04], [-0.20, 1.72, -2.00], [-0.74, -0.32, 1.06], [0.85, 1.07, 0.34], [1.94, -2.43, 1.01], [-0.18, 0.51, 0.89], [-0.09, 0.16, 1.89], [0.89, -0.88, -0.77], [-0.44, 1.57, 0.04], [0.29, 0.57, 0.84], [1.23, 0.16, -1.12], [-0.39, 0.19, -0.59], [-1.21, -0.66, -1.14], [-0.41, -1.06, 0.42], [-0.32, 0.09, 0.51], [0.85, 0.58, -1.19], [0.79, -1.44, -0.30], [-0.31, 0.16, -0.19], [0.28, -0.63, 0.10], [0.84, 0.46, 0.30], [-0.03, -0.48, 0.06], [0.29, -0.04, 0.19], [-0.06, -0.40, 0.12], [0.24, -0.03, -0.38], [0.82, -0.59, -0.39], [0.01, 0.38, -0.78], [-1.54, -0.69, -0.60], [-0.48, -0.06, -0.79], [0.29, -0.45, -0.02], [-0.26, -0.15, -0.42], [-0.03, -0.18, 0.41], [-0.57, -0.09, -0.06], [-0.65, 0.30, -0.48], [0.01, -0.01, -0.92], [0.39, -0.32, 0.56], [0.18, -0.68, -0.20], [-0.75, -0.17, -0.36], [0.03, -0.23, 1.02], [1.21, 0.72, 0.05], [-0.64, -0.17, -0.17], [-0.15, 0.34, 0.14], [0.15, -0.06, -0.14], [0.07, 0.99, -0.04], [0.56, 0.48, 0.29], [-0.36, -0.29, 0.64], [0.38, -1.30, -0.56], [-1.00, -0.02, -0.02], [-1.34, 0.10, 1.60], [-0.23, 0.50, -1.22], [-0.31, -0.42, -0.23], [1.11, 0.29, 0.14], [0.04, 0.05, 0.02], [0.69, 0.60, 0.37], [-0.27, 0.42, 0.18], [0.26, 0.21, 0.99], [0.33, -0.83, -0.10], [0.34, 0.71, -0.22], [-1.01, 0.10, -0.48], [0.73, -0.69, 0.85], [-1.26, -0.41, 0.38], [-0.63, -0.26, 0.84], [0.57, -0.09, 0.40], [-0.15, -0.07, -0.27], [0.64, -0.06, -0.06], [-0.18, 0.05, 0.01], [0.52, 0.34, -0.64], [0.16, 0.24, 0.28], [0.05, 0.99, -0.31], [0.10, -0.12, -0.06], [1.05, 0.00, -0.60]],
  "mulliken_charge": [-0.39, -1.41, 0.83, -1.21, -0.41, -1.12, -0.80, 1.06, 0.69, 0.01, -0.04, -0.55, -1.15, -0.08, 0.74, 0.72, -1.48, -0.82, 0.28, -0.96, -0.83, -0.20, 0.68, 0.95, -1.64, -1.17, 0.44, 0.45, 0.24, 0.46, 0.12, 0.20, 0.51, 0.66, 0.47, -0.07, 0.49, 0.49, 0.31, 0.37, 0.36, 0.45, 0.23, 0.44, -0.20, 0.49, 0.54, 0.02, 0.34, 0.44, 0.43, 0.33, 0.16, 0.47, -1.78, 0.47, -0.27, 0.29, -1.37, 0.22, 0.32, 0.45, 0.48, 0.39, 0.24, 0.36, -1.25, 0.98, -1.12, -1.12, 0.52, 0.34, 0.27, 0.36, 0.25, 0.46, 0.43, 0.38, 0.32]
}